54
Properties=species:S:1:pos:R:3:forces:R:3 method="wB97M-V/def2-TZVPD" relative_energy_kcal_mol=35.1 charge=-2 homo_energy_ev=0.27 molar_mass_g_mol=518.04 gap_ha=0.1676 lumo_ev=4.834 total_energy_ev=-65627.0127
C -0.807090 0.875270 -3.086508 -0.1275 0.6038 1.2996
C 0.515902 1.334875 -3.272881 0.0514 0.8889 1.4277
C 0.684307 2.492966 -2.428490 -1.4843 -0.6335 -0.1647
C 1.592496 0.686976 -4.081678 0.2740 -0.9067 1.1469
C -0.537710 2.765184 -1.735271 0.1184 -0.5149 -1.7026
C -1.471005 1.782169 -2.189552 0.8462 0.2517 0.0294
C -2.956005 1.862031 -2.087731 0.0106 -0.2152 -0.1433
C -1.386710 -0.363697 -3.679972 -0.0861 0.0113 -0.1926
C 1.855553 3.384639 -2.450200 0.7315 0.0558 -0.0230
C -0.843778 4.087691 -1.052181 0.0920 -0.2706 -0.0044
Zr 0.568224 -0.584299 -0.381562 -0.6984 1.6853 0.1640
Cl 3.123722 0.278572 -1.207829 -0.2531 -1.0013 0.5532
Cl 1.094416 -2.367403 -1.990320 -0.2092 -0.2051 0.2544
Cl 1.127015 1.526093 0.726658 -0.4081 0.2107 -0.1362
H 1.236467 -0.257189 -4.529191 0.1743 0.3190 0.0437
H 2.429811 0.443879 -3.380445 -0.4956 0.0010 -0.8470
H 2.002448 1.314209 -4.846346 0.1669 0.5528 -0.7648
H 2.774553 2.774975 -2.439222 -0.0586 0.3943 -0.0317
H 1.890987 4.081319 -1.596645 -0.0208 -0.2503 -0.1961
H 1.822541 3.983570 -3.376561 0.3297 0.1221 0.1040
H -0.055807 4.437707 -0.344232 -0.3792 -0.3988 -0.4203
H -1.796549 4.068010 -0.488678 0.3372 -0.0435 -0.2415
H -0.928895 4.855248 -1.843383 -0.0890 0.1047 0.3381
H -3.335175 2.327047 -1.164563 0.0632 -0.2639 -0.1023
H -3.382472 0.858642 -2.242575 -0.1956 0.2217 0.3456
H -3.319079 2.464964 -2.931472 -0.3261 0.1209 0.0482
H -0.641258 -1.175342 -3.693042 -0.4878 0.0845 0.0748
H -1.665887 -0.169392 -4.711320 -0.2203 -0.1584 -0.5651
H -2.309781 -0.676448 -3.165351 0.4288 -0.1290 -0.0135
O -1.392176 -0.547485 -0.170792 0.1334 -0.1458 -0.1305
H -2.293335 -0.287152 0.103772 1.2236 -0.1681 -0.4509
C -2.301454 -4.548390 2.680667 -0.4285 0.3562 0.4501
C -1.892044 -4.466365 1.346167 0.7706 0.5184 0.2691
C -1.014468 -3.459759 0.933339 0.3542 0.1483 0.4140
C -0.538965 -2.505002 1.875010 0.8658 0.5474 0.7441
C -1.041702 -2.521852 3.185605 -0.8043 -1.0735 0.7506
C -1.938428 -3.530058 3.585585 0.5061 -0.2589 -0.6616
N 0.480621 -1.590550 1.603354 0.0298 0.4142 -2.1988
C 1.247724 -0.966996 2.619989 -0.5353 -0.2985 0.7412
C 0.915461 0.289605 3.199997 -0.6064 -1.0611 -0.2389
C 1.681917 0.789367 4.231579 -0.1135 -0.0720 0.3026
C 2.784310 0.080566 4.705889 0.0331 -0.6226 -0.6291
C 3.098735 -1.162988 4.128991 0.2919 0.6361 0.8830
C 2.335941 -1.689373 3.110394 -0.6343 0.0160 -0.0587
H -2.897353 -5.399979 3.035376 0.1073 0.4341 -0.2432
H -2.158907 -5.238969 0.637403 -0.0987 -0.0374 -0.0185
H -0.553433 -3.470389 -0.061437 -0.4151 0.0251 0.3157
H -0.639229 -1.838241 3.942968 -0.3060 -0.1358 -0.4843
H -2.300194 -3.577093 4.617649 0.1845 0.0538 -0.3032
H 0.013171 0.828652 2.865301 0.6895 -0.5255 0.2176
H 1.346344 1.708100 4.709212 0.3004 -0.0247 -0.0697
H 3.384643 0.476886 5.509446 0.1021 0.0224 0.1438
H 3.916823 -1.751624 4.529272 0.0955 0.0982 0.0141
H 2.474755 -2.713179 2.745806 0.1694 0.5164 -0.0393